[1]
77
Properties=species:S:1:pos:R:3:mulliken_charge:R:1 method="wB97M-V/def2-TZVPD" total_charge=-1 orbital_gap_ev=3.445 e_tot_ev=-141465.032
K 1.24057 -1.25635 1.48186 1.138
Cl -5.40710 0.97006 2.40890 -0.171
Cl -2.56554 2.33470 2.18943 -0.204
Cl -2.94647 -3.79726 3.35904 -0.259
Cl -5.59405 -2.11728 3.00560 -0.264
S -1.43154 -2.42795 -0.46521 -0.165
S 1.15574 -1.05147 -2.18439 -0.329
O -0.33738 0.42713 2.39221 -1.195
O -0.48585 -2.20320 2.99378 -1.081
O 8.92121 -0.69086 4.25289 -0.615
O 8.32087 -1.04111 6.27747 -0.612
N 8.06898 -0.86639 5.10263 0.983
N 4.38439 -1.12062 1.77163 -0.272
N -0.84630 -0.97582 -3.93138 0.252
N -2.63949 -0.53962 -1.83991 0.373
N 2.62365 -0.66746 3.74902 -0.148
C 4.35946 -0.62692 5.40448 1.485
C 5.75317 -0.69442 5.68054 -0.744
C -5.88862 3.16048 -0.81997 -0.396
C -0.43147 -1.11573 -2.66640 0.106
C -2.69520 0.61248 2.45909 0.206
C -4.04293 -1.33721 2.86835 0.317
C -3.70927 -0.53197 -0.83265 0.029
C -0.17458 0.79777 -6.94016 -0.306
C 1.71966 -0.50610 4.69318 -0.074
C 3.91750 -0.73918 4.08235 -0.380
C 6.65520 -0.86860 4.68749 -0.187
C 2.06668 -0.39355 6.05565 -0.934
C 6.26535 -1.02905 3.30302 0.655
C -0.13980 2.09609 -7.43409 -0.548
C 3.38594 -0.44760 6.40885 -0.677
C 4.88476 -0.96410 3.01469 -0.107
C -2.88388 0.06292 -3.14249 -0.382
C -1.57926 -1.53740 2.88516 -0.037
C 7.12852 -1.29106 2.21974 -0.487
C -3.80748 1.96803 -0.66485 -0.428
C 0.11815 0.54025 -5.60759 0.794
C -2.26978 -0.81964 -4.20683 -1.098
C -4.47450 0.76155 -0.84975 0.267
C -3.96356 0.01158 2.59693 -0.056
C 0.06448 -0.86654 -5.06187 -1.544
C -4.50944 3.16079 -0.65237 -0.844
C -5.85299 0.76688 -1.01248 -0.071
C 6.60369 -1.44960 0.96478 -0.747
C 0.47114 2.89734 -5.25508 -0.775
C 0.44187 1.60232 -4.76473 -0.125
C -1.55657 -1.31793 -1.66040 0.090
C -1.49487 -0.09969 2.56530 0.582
C -2.85860 -2.08667 3.03020 0.158
C 0.18153 3.14770 -6.59116 -0.387
C -6.56065 1.96092 -0.99543 -0.711
C 5.21976 -1.34915 0.78587 -0.262
H 0.67126 1.40065 -3.72540 0.378
H 0.72108 3.71563 -4.59224 0.397
H 6.10456 -0.59292 6.69754 0.494
H 7.24559 -1.65200 0.11836 0.392
H -0.37224 2.28389 -8.47454 0.366
H 0.69108 -0.46671 4.34232 0.381
H -3.96099 0.13582 -3.29073 0.553
H -0.27853 -1.55293 -5.84077 0.400
H 1.28732 -0.26667 6.79382 0.431
H -2.73852 1.96232 -0.48664 0.849
H -2.76227 -1.79673 -4.23526 0.310
H -7.63758 1.95035 -1.10650 0.384
H -6.37769 -0.17467 -1.12751 0.347
H -3.98295 4.09097 -0.48150 0.391
H -2.47241 1.07520 -3.20409 0.225
H -4.37805 -1.38257 -1.00014 0.339
H 4.78477 -1.46639 -0.20144 0.458
H -6.43814 4.09309 -0.79511 0.378
H 0.20296 4.16148 -6.96967 0.373
H 1.04434 -1.18969 -4.71427 0.435
H -0.43368 -0.02383 -7.59885 0.336
H 8.19121 -1.36332 2.37772 0.477
H -3.24189 -0.68780 0.14291 -0.817
H -2.37178 -0.34412 -5.18217 0.483
H 3.69746 -0.36060 7.44322 0.423

---

[2]
71
Properties=species:S:1:pos:R:3:mulliken_charge:R:1 method="wB97M-V/def2-TZVPD" total_charge=0 smiles="N#C[C@@H](S)[C@@H](C#N)CCCC(=O)O.O=C1c2ccccc2C(=O)c2ccccc21.O=C1c2ccccc2C(=O)c2ccccc21" orbital_gap_ev=8.762 e_tot_ev=-63854.090
S 0.37521 1.16514 -5.24358 -0.278
O -6.23534 -0.40609 -7.73519 -0.491
O 4.42753 -2.80587 1.30078 -0.679
O -5.99729 -0.63343 -5.57264 -0.484
O 0.56800 -0.24128 -1.35483 -0.703
O 0.61397 -1.86851 6.43679 -0.664
O -0.25195 3.32668 7.32384 -0.663
N 0.41290 3.06942 -8.06164 -0.432
N -0.27392 -1.47885 -7.75087 -0.393
C 2.00327 2.24356 3.97505 -0.618
C -1.62762 1.70432 -7.11149 0.327
C -0.67643 1.11366 7.99467 0.128
C 2.12576 -2.37696 1.09502 0.293
C 2.27093 0.89256 3.77361 -0.364
C -4.06208 1.51719 -8.10663 -0.722
C 1.23719 2.64644 5.05787 -0.572
C -4.61841 1.08687 -6.71956 -0.207
C 1.11958 -1.68485 0.41753 0.292
C 0.48039 -3.30772 2.58317 -0.451
C -1.46243 1.51187 9.07074 -0.548
C -0.51858 -2.59922 1.92209 -0.529
C -0.08004 2.14389 7.10481 0.601
C -0.46580 -0.24476 7.75079 0.193
C -0.47355 2.54524 -7.62830 -0.207
C -1.85685 -0.79488 9.63387 -0.477
C 5.49493 -0.58713 -2.07616 -0.430
C -2.05073 0.55981 9.88817 -0.460
C 1.75741 -0.05544 4.64429 -0.655
C -0.20072 -1.79058 0.84199 -0.623
C 3.54610 -2.24732 0.67819 0.552
C 1.80056 -3.19218 2.17381 -0.622
C -1.06302 -1.19624 8.57099 -0.514
C 0.72507 1.69902 5.93786 0.293
C 0.97408 0.34232 5.72173 0.109
C -2.53014 1.27840 -8.31534 -0.893
C 5.18745 -1.32324 -0.94295 -0.673
C 0.39459 -0.68722 6.62291 0.503
C 4.48409 0.04929 -2.79081 -0.540
C -5.66713 -0.03897 -6.77964 0.636
C 3.86676 -1.42618 -0.51819 0.456
C 1.44242 -0.84732 -0.76686 0.505
C -0.50343 -0.61140 -7.08261 -0.043
C -1.05602 0.51563 -6.26220 0.197
C 2.85495 -0.77197 -1.22332 0.014
C 3.16858 -0.03907 -2.36304 -0.550
H -2.39308 0.23401 -8.64657 0.430
H 0.22855 -3.94789 3.41959 0.434
H 1.45702 0.48673 -5.73596 0.193
H -2.23224 1.91395 -9.17357 0.382
H -5.25868 -0.44413 -4.97195 0.331
H -1.75966 0.13055 -5.50478 0.244
H 1.96469 -1.10544 4.47908 0.600
H -2.66564 0.87189 10.72347 0.398
H 1.03475 3.69825 5.21528 0.469
H 5.97498 -1.82122 -0.39168 0.484
H 6.52332 -0.51138 -2.40755 0.398
H -3.84978 0.80519 -5.97357 -0.089
H 2.39513 2.98246 3.28676 0.412
H -4.57596 0.90862 -8.88059 0.373
H -5.13964 1.97068 -6.28983 0.271
H -4.33028 2.56302 -8.35402 0.402
H -0.91180 -2.25080 8.37822 0.466
H -1.54802 -2.68302 2.24839 0.428
H 2.38619 0.46132 -2.92133 0.560
H 4.72514 0.61648 -3.68178 0.412
H -2.21264 2.34563 -6.42227 0.469
H -2.32498 -1.53764 10.26823 0.398
H 2.57478 -3.74123 2.69497 0.466
H -1.61875 2.56480 9.26802 0.469
H -0.98103 -1.24485 0.32700 0.479
H 2.87736 0.57939 2.93177 0.503

---

[3]
68
Properties=species:S:1:pos:R:3:lowdin_spin:R:1 method="wB97M-V/def2-TZVPD" s_squared=1.075 total_charge=+3 orbital_gap_ev="5.045 / 5.851" spin_multiplicity=2 e_tot_ev=-105182.218
Re -1.43013 0.49776 -0.26426 1.254
As 0.99968 1.10636 -0.67065 0.040
N -3.30784 -0.05899 -0.93304 0.012
N -1.30675 0.42979 1.76692 0.021
N -1.40236 -1.43145 0.06105 -0.172
C 1.27905 -1.35331 -2.15544 0.001
C 3.20370 0.27024 2.79971 0.001
C 2.49474 3.92104 -3.35915 0.000
C 4.05537 -1.26759 -2.18622 0.000
C -5.51703 -1.13204 -2.23467 0.008
C 0.21068 -2.20044 3.84366 -0.060
C -2.34459 -2.19603 -0.63980 -0.010
C 3.34663 -0.24772 -1.56710 0.000
C -1.17916 1.27543 3.98725 0.001
C 2.98429 1.38394 3.59924 0.003
C -4.46001 -3.39334 -2.02957 -0.072
C -0.57052 0.11485 4.41056 0.023
C -4.47257 -1.98695 -1.82780 -0.003
C 1.36898 2.73593 -1.61136 0.002
C 1.79584 1.21527 1.09706 0.025
C -0.21352 -3.01928 1.60897 -0.048
C -2.36394 -3.56589 -0.83995 -0.054
C -1.51801 1.41344 2.64928 0.022
C -0.35693 -0.94396 3.50288 -0.001
C 2.14900 2.40477 3.15832 0.000
C -0.76644 -1.80481 1.25401 -0.010
C 1.99608 -2.36445 -2.78094 0.000
C -3.39175 -1.41052 -1.16681 -0.011
C -3.41565 -4.15247 -1.55809 -0.001
C -4.31751 0.73083 -1.35414 0.015
C 1.95533 -0.29776 -1.55220 0.002
C 0.78662 3.92425 -1.16765 0.001
C -5.43480 0.22458 -1.99725 0.002
C 1.95732 5.11279 -2.89503 0.000
C -0.77951 -0.75486 2.19133 0.003
C 2.19994 2.72087 -2.72406 0.000
C 1.08925 5.11425 -1.81075 0.000
C 3.38128 -2.32082 -2.79219 0.000
C 2.60681 0.17736 1.54606 0.006
C 0.29782 -3.19842 2.90499 -0.003
C 1.54431 2.31915 1.91130 0.004
H 0.64916 6.04060 -1.46608 0.000
H 3.87673 0.57361 -1.10237 0.000
H -6.22125 0.89845 -2.30675 0.000
H 0.91277 3.13121 1.57689 0.000
H -1.38426 2.08745 4.67061 0.000
H -0.27125 -0.00178 5.44700 0.001
H -6.39041 -1.54863 -2.72455 0.000
H 2.21373 6.04522 -3.38036 0.000
H 2.79493 -0.69082 0.92593 0.000
H 3.47444 1.46462 4.56154 0.000
H 0.74914 -4.14699 3.16400 0.001
H 0.56968 -2.36327 4.85327 -0.002
H 0.09976 3.93894 -0.33025 0.001
H 3.14773 3.91892 -4.22160 0.000
H -4.22114 1.79292 -1.16512 0.002
H 5.13733 -1.23647 -2.19857 0.000
H -5.28707 -3.86118 -2.55221 -0.003
H -3.40078 -5.21955 -1.73408 0.001
H 2.61648 1.79950 -3.10189 0.000
H -1.57032 -4.19675 -0.46643 -0.003
H -1.95766 2.32956 2.27542 0.002
H 1.47636 -3.17877 -3.27000 0.000
H 1.98385 3.27921 3.77644 0.000
H 3.94117 -3.10709 -3.28254 0.000
H 0.19522 -1.38417 -2.16364 0.001
H -0.14786 -3.83400 0.90263 -0.002
H 3.85983 -0.52256 3.13828 0.000